No. 1
C28H26BrN7NaO4 | ωB97M-V/def2-TZVPD

```
67
Properties=species:S:1:pos:R:3:forces:R:3:mulliken_charge:R:1
Na 0.597408 1.809694 -1.740686 0.01 -0.03 0.01 0.72
C -4.517843 0.515196 -0.764663 0.00 0.01 0.01 -0.58
O -4.651528 -0.540188 0.178103 -0.01 0.00 0.00 -0.51
C -3.723191 -0.598915 1.167521 0.01 0.00 0.01 0.88
C -2.783423 0.400700 1.416820 -0.02 -0.01 -0.02 -0.19
C -1.848732 0.226877 2.426596 0.02 0.00 0.01 -0.09
C -1.821542 -0.943849 3.179328 -0.03 -0.01 -0.01 -0.55
C -2.812464 -1.898091 2.969467 0.01 0.00 0.01 -0.03
C -3.748960 -1.739243 1.966878 0.00 0.00 0.00 -0.86
N -0.888618 -1.254195 4.229762 0.02 0.01 0.02 -0.57
N 0.324946 -0.982656 4.167208 -0.01 -0.01 0.00 -0.61
C 0.913397 -0.396356 3.003642 0.00 0.00 -0.03 0.27
C 1.655549 0.746332 3.204609 0.00 -0.01 0.01 -0.63
C 2.106765 1.540397 2.153826 0.00 0.01 0.00 -1.30
C 1.835238 1.222179 0.811396 0.03 0.02 0.00 0.94
O 2.197041 1.940228 -0.173847 0.00 -0.04 -0.01 -1.15
C 1.124991 -0.045492 0.593779 0.00 -0.05 -0.01 0.52
N 0.870034 -0.388571 -0.697194 -0.01 0.04 0.01 -0.29
C 0.277094 -1.528450 -0.952904 0.00 0.01 -0.01 -0.85
C -0.074293 -2.450121 0.050484 -0.01 -0.01 0.02 -0.88
C 0.145869 -2.114436 1.355045 0.00 -0.01 0.00 -0.90
C 0.724028 -0.864032 1.675289 0.01 0.03 0.01 1.73
H -5.269278 0.337038 -1.529311 0.00 0.00 0.00 0.26
H -3.524222 0.511935 -1.215633 0.00 0.00 0.00 0.19
H -4.689968 1.490444 -0.302344 0.00 0.00 0.00 0.36
H -2.733259 1.292178 0.804562 0.01 0.00 0.01 0.34
H -1.114485 1.004419 2.589758 0.00 0.00 0.00 0.45
H -2.816345 -2.782484 3.595144 0.00 0.00 0.00 0.41
H -4.503362 -2.491489 1.775908 0.00 0.00 0.00 0.42
H 1.830696 1.056110 4.229519 0.00 0.00 0.00 0.34
H 2.664052 2.447611 2.348944 0.00 0.00 0.00 0.43
H 0.066039 -1.745759 -1.995216 0.00 0.00 0.00 0.57
H -0.528195 -3.394999 -0.217329 0.00 0.00 0.00 0.42
H -0.126463 -2.794241 2.152083 0.00 0.00 0.00 0.55
Br -3.598900 0.652994 -4.562649 0.01 0.01 0.00 -0.12
C -4.081424 2.276232 -3.701955 0.01 0.00 0.01 0.17
C -5.338959 2.786527 -3.998357 0.01 0.00 0.00 -0.54
C -5.777194 3.944056 -3.376939 -0.01 0.00 0.00 -0.45
C -4.966508 4.574020 -2.442839 0.00 0.00 0.01 -0.63
C -3.726424 4.038848 -2.140389 -0.01 0.00 0.00 -0.28
C -3.250000 2.891580 -2.773638 0.00 -0.04 -0.01 0.43
C -1.856643 2.407643 -2.389085 0.01 -0.05 -0.06 0.69
O -1.096247 2.026273 -3.307382 -0.03 0.10 0.10 -0.84
O -1.576007 2.469123 -1.166540 0.00 0.01 -0.05 -0.80
H -5.966712 2.270389 -4.711833 0.00 0.00 0.00 0.40
H -6.754620 4.343453 -3.616685 0.00 0.00 0.00 0.37
H -5.304829 5.473230 -1.943719 0.00 0.00 0.00 0.37
H -3.090789 4.492928 -1.391625 0.00 0.00 0.00 0.39
C 4.806773 -1.030555 1.638638 0.00 -0.01 -0.01 -1.12
C 4.669455 -2.385099 0.952567 0.01 0.01 0.01 0.64
C 6.030434 -3.002859 0.650085 -0.01 -0.01 0.01 -1.72
C 3.789151 -2.293050 -0.294533 -0.02 0.02 0.02 -0.01
N 4.339588 -1.442597 -1.340229 -0.01 -0.03 -0.01 0.96
C 4.190077 -0.133850 -1.584742 0.02 0.05 -0.03 -0.33
N 4.908488 0.173582 -2.641566 -0.01 -0.01 -0.01 -0.42
N 5.493815 -0.976185 -3.039953 0.01 -0.01 0.03 -0.56
N 5.162721 -1.948286 -2.271685 0.00 0.01 0.00 -0.48
H 5.377419 -1.126431 2.564044 0.00 0.00 0.00 0.48
H 3.833533 -0.603479 1.885504 0.00 0.01 0.00 0.12
H 5.335005 -0.320244 0.997512 0.00 0.00 0.01 0.30
H 4.125158 -3.054327 1.628237 0.00 0.00 0.00 0.33
H 6.608806 -2.365797 -0.021257 0.00 0.00 0.00 0.34
H 5.930255 -3.978585 0.170850 0.01 0.00 0.00 0.38
H 6.601044 -3.128783 1.571991 0.00 0.00 0.00 0.46
H 2.812878 -1.892636 -0.030053 -0.01 0.00 -0.02 -0.49
H 3.651450 -3.275463 -0.745290 0.00 -0.01 0.01 0.41
H 3.562232 0.549578 -1.023029 -0.01 -0.03 0.01 0.73
```
Positions in Å, forces in eV/Å.

Output
Energy relative to the best compared isomer or geometry (same formula, charge and spin) = 0.000 eV
LUMO level = 2.234 eV
Highest occupied orbital energy = -0.1684 Ha
Total charge = -1
E = -4503.28164 a.u.
HOMO-LUMO gap = 0.2505 Ha

No. 2
C28H26ClN3O4 | ωB97M-V/def2-TZVPD

```
62
Properties=species:S:1:pos:R:3:forces:R:3:mulliken_charge:R:1
O 0.907167 -0.656692 -5.897854 0.23 -0.10 -0.37 -0.67
C 0.174584 -0.491384 -4.945332 -0.34 -0.32 0.28 0.69
C -0.676354 -1.619582 -4.351578 0.22 0.04 -0.19 -1.43
C -0.632372 -1.620260 -2.853973 -0.16 -0.09 0.15 0.75
C 0.477640 -2.133510 -2.192307 -0.07 0.04 0.00 -0.96
C 0.558159 -2.097176 -0.813988 -0.10 0.12 0.08 -0.19
C -0.482832 -1.547343 -0.082479 -0.08 0.00 -0.40 -0.51
N -0.402143 -1.511988 1.347804 0.00 -0.11 -0.44 0.43
C -0.378938 -2.727769 2.020375 -0.05 -0.21 0.10 0.90
O -0.431102 -3.778720 1.421118 0.01 0.05 0.10 -0.65
C -0.314359 -2.603591 3.476261 0.08 0.00 0.39 0.37
C -0.341016 -3.762027 4.251995 0.00 0.17 -0.11 -0.72
C -0.290027 -3.683736 5.625234 0.00 -0.06 0.04 -0.64
C -0.217404 -2.435076 6.230698 -0.01 -0.04 -0.08 -0.73
C -0.187848 -1.278816 5.478828 -0.03 0.12 0.00 -0.64
C -0.229327 -1.343651 4.083335 -0.08 -0.66 0.05 0.68
N -0.199695 -0.212475 3.293790 -0.21 0.24 -0.06 -0.10
C 0.045409 1.098967 3.869424 -0.02 0.28 -0.17 -1.23
C 1.341830 1.207632 4.629915 0.10 -0.03 -0.04 0.18
C 1.358466 1.884748 5.845913 0.06 -0.03 -0.10 -0.34
C 2.521624 2.033699 6.576905 0.00 0.04 0.04 -0.77
C 3.705025 1.494567 6.102195 -0.02 0.00 0.00 -0.42
C 3.717011 0.825200 4.893254 0.00 -0.04 -0.06 -0.65
C 2.546954 0.691044 4.160460 -0.04 0.12 0.23 0.78
Cl 2.643297 -0.125569 2.633136 0.28 -0.03 -0.13 -0.18
C -0.310518 -0.257888 1.918283 -0.11 0.44 0.22 0.73
O -0.328625 0.748476 1.243974 0.02 -0.02 -0.10 -0.67
C -1.599587 -1.037733 -0.723035 0.16 -0.10 0.16 -0.31
C -1.666156 -1.070970 -2.103761 0.04 -0.11 -0.04 -0.56
N 0.018085 0.690193 -4.319818 -0.14 0.44 0.15 0.06
C 0.655373 1.910524 -4.746348 -0.18 0.40 -0.17 -1.13
C -0.345672 2.845986 -5.450720 0.58 -0.12 -0.14 0.17
C -0.813566 2.298308 -6.810133 -0.12 0.05 0.19 -0.55
C -2.317126 2.567612 -6.798241 0.05 0.05 0.22 -0.63
C -2.625506 2.458465 -5.307360 -0.34 -0.11 -0.21 -0.18
O -1.509410 3.018593 -4.646034 0.14 0.04 0.20 -0.50
H -1.700772 -1.483997 -4.707364 0.01 -0.03 -0.01 0.27
H -0.293757 -2.557759 -4.755202 -0.03 0.10 -0.04 0.34
H 1.286639 -2.559925 -2.766267 0.10 -0.06 -0.07 0.45
H 1.420417 -2.497051 -0.303266 0.07 -0.05 0.06 0.49
H -0.403529 -4.708056 3.736296 -0.01 -0.07 -0.04 0.49
H -0.308944 -4.579275 6.226081 0.00 -0.08 0.05 0.42
H -0.183858 -2.361301 7.307478 0.00 0.02 0.09 0.42
H -0.129932 -0.329178 5.982005 0.00 0.08 0.03 0.37
H -0.790706 1.377381 4.518888 0.10 0.01 -0.03 0.44
H 0.062533 1.790356 3.017882 -0.09 -0.15 0.27 0.37
H 0.436043 2.306006 6.220238 -0.13 0.01 0.03 0.40
H 2.502902 2.565723 7.515507 0.00 0.05 0.09 0.38
H 4.618344 1.598013 6.667112 0.09 0.00 0.04 0.38
H 4.632821 0.408424 4.504926 0.07 -0.05 -0.06 0.44
H -2.405078 -0.611831 -0.144982 -0.05 0.04 0.07 0.48
H -2.542506 -0.676129 -2.599457 -0.08 0.03 -0.08 0.36
H -0.630187 0.770396 -3.551443 0.08 -0.13 -0.03 0.27
H 1.458858 1.647166 -5.437244 -0.01 0.07 0.11 0.43
H 1.069865 2.416303 -3.870472 0.04 -0.04 -0.08 0.42
H 0.122870 3.833355 -5.557612 -0.04 -0.12 -0.01 0.40
H -0.303889 2.787043 -7.636799 0.06 -0.03 -0.03 0.40
H -0.615633 1.228215 -6.866484 0.03 -0.03 -0.05 0.12
H -2.883900 1.857624 -7.395512 -0.05 0.00 -0.06 0.37
H -2.527460 3.578882 -7.147898 -0.06 0.01 -0.02 0.27
H -3.509601 3.018140 -4.996853 0.01 -0.08 -0.02 0.39
H -2.752581 1.403418 -5.019495 -0.02 0.07 -0.02 0.00
```
Positions in Å, forces in eV/Å.

Output
Energy relative to the best compared isomer or geometry (same formula, charge and spin) = 0.009 eV
LUMO level = 0.309 eV
Highest occupied orbital energy = -0.3241 Ha
Total charge = 0
E = -2008.10346 a.u.
HOMO-LUMO gap = 0.3355 Ha

No. 3
C28H26F3NO5PPd | ωB97M-V/def2-TZVPD

```
65
Properties=species:S:1:pos:R:3:forces:R:3:mulliken_charge:R:1
Pd -0.824093 -0.632980 0.133244 0.12 -0.04 -0.02 1.47
O -2.469716 -1.482971 1.674999 -0.02 0.03 -0.02 -0.41
C -2.084880 -1.314166 3.050565 -0.05 -0.01 0.06 -0.53
C -1.230684 -0.070854 3.182771 0.07 0.01 -0.01 -0.76
N -0.005410 -0.149818 2.378439 -0.01 -0.04 -0.05 0.54
C 0.913385 -1.130902 2.778574 -0.01 0.06 0.02 -1.31
C 1.300654 -3.126979 0.467812 -0.02 0.10 -0.13 0.92
O 2.442809 -3.259029 0.451396 0.00 -0.05 0.06 -0.38
O 0.138648 -3.002362 0.477892 0.00 -0.09 0.06 -0.58
C 0.628820 1.138576 2.046407 -0.05 -0.03 0.08 -0.81
C 1.268282 1.186064 0.646354 0.08 -0.02 -0.02 0.31
O 1.815895 2.222889 0.319369 -0.01 0.00 -0.01 -0.76
O 1.168403 0.125214 -0.095685 -0.08 0.07 0.04 -0.50
H -2.852077 -2.359022 1.559786 0.01 0.00 -0.01 0.27
H -1.551996 -2.202007 3.394733 0.02 0.00 -0.01 0.36
H -2.977738 -1.185730 3.665825 0.01 -0.02 -0.01 0.41
H -0.997647 0.082058 4.242789 -0.02 -0.01 0.01 0.39
H -1.804134 0.788800 2.833983 0.00 0.00 -0.01 0.35
H 0.600568 -1.917383 3.444098 0.00 0.00 0.00 0.24
H 1.917399 -1.067741 2.392300 0.00 -0.01 0.01 0.50
H 1.389425 1.397595 2.786352 0.02 0.03 -0.04 0.51
H -0.133156 1.917096 2.071989 0.01 0.02 0.00 0.34
F -2.456295 8.479106 -1.954506 0.00 0.01 0.00 -0.25
C -1.297552 7.828047 -2.097974 0.00 0.00 0.01 0.89
F -0.360948 8.490621 -1.414271 0.00 0.00 0.00 -0.25
F -0.963517 7.863689 -3.395693 0.00 -0.01 0.00 -0.23
C -1.410282 6.391299 -1.631167 0.01 0.00 -0.01 0.37
C -0.266863 5.736181 -1.176029 0.00 0.00 0.00 -0.93
C -0.349814 4.419811 -0.787118 0.01 0.00 0.00 -0.39
C -1.603134 3.752624 -0.857048 0.01 0.02 0.05 0.61
C -2.754027 4.437692 -1.326327 0.01 0.01 0.00 -0.73
C -2.650766 5.748966 -1.710764 0.00 0.00 -0.01 -0.72
C -1.674512 2.428298 -0.462768 -0.04 -0.04 -0.10 0.68
C -1.650183 1.213664 -0.175757 -0.01 0.04 0.06 -1.04
H 0.675324 6.263725 -1.126826 0.00 0.00 0.00 0.47
H 0.516810 3.873310 -0.429157 0.00 -0.01 0.00 0.48
H -3.697639 3.912226 -1.373189 0.00 0.00 0.01 0.51
H -3.514858 6.290694 -2.067941 0.00 0.00 0.00 0.46
C -0.242756 0.477232 -3.050506 0.00 -0.04 -0.03 -1.49
P -0.686329 -1.068111 -2.210973 -0.03 0.02 -0.05 1.46
C 0.643115 -2.224955 -2.594861 -0.04 -0.08 -0.04 0.36
C 1.961686 -1.778576 -2.671892 0.03 0.04 0.00 -0.39
C 2.983824 -2.680460 -2.930522 -0.01 0.01 0.01 -0.70
C 2.699705 -4.026854 -3.099143 -0.03 -0.03 0.01 -0.47
C 1.388704 -4.479848 -3.005602 0.03 0.01 0.00 -0.66
C 0.362570 -3.584374 -2.752563 0.00 0.00 0.01 -0.50
C -2.165390 -1.669283 -3.052777 -0.01 0.00 0.05 0.19
C -2.125458 -2.052223 -4.394126 0.00 0.00 0.01 -0.09
C -3.283334 -2.467597 -5.029145 0.00 0.00 0.00 -0.77
C -4.485525 -2.501873 -4.331873 0.00 0.01 0.01 -0.48
C -4.531210 -2.121612 -2.999592 -0.01 0.00 -0.01 -0.65
C -3.371524 -1.706328 -2.359391 0.00 -0.01 -0.01 -0.57
H 0.045979 0.278522 -4.082893 0.01 0.00 0.01 0.45
H 0.574506 0.956133 -2.511311 -0.01 0.02 0.00 0.47
H -1.118400 1.126410 -3.045221 0.02 0.02 0.02 0.35
H 2.196988 -0.734023 -2.514682 0.00 0.00 0.01 0.26
H 4.004704 -2.328416 -2.992049 0.00 0.00 0.00 0.44
H 3.499441 -4.727422 -3.298951 0.00 0.00 0.00 0.42
H 1.166088 -5.530297 -3.138107 0.00 0.00 0.00 0.42
H -0.659154 -3.939402 -2.689343 0.01 0.00 0.00 0.44
H -1.187245 -2.036554 -4.936054 0.00 0.00 -0.01 0.41
H -3.250548 -2.767391 -6.068007 0.00 0.00 0.00 0.41
H -5.388265 -2.827520 -4.831316 0.00 0.00 0.00 0.40
H -5.467679 -2.149007 -2.458665 0.00 0.00 0.00 0.43
H -3.405280 -1.402936 -1.318336 0.00 0.01 0.00 0.35
```
Positions in Å, forces in eV/Å.

Output
Energy relative to the best compared isomer or geometry (same formula, charge and spin) = 0.000 eV
LUMO level (alpha / beta) = -3.247 / -6.418 eV
Highest occupied orbital energy (alpha / beta) = -0.3580 / -0.4356 Ha
2S+1 = 5
Total charge = +1
E = -2282.02013 a.u.
HOMO-LUMO gap (alpha / beta) = 0.2387 / 0.1997 Ha